Entry from the Open Molecules 2025 dataset: a cluster of 7 separate species, C48H97N3O10 in total (ωB97M-V with the def2-TZVPD basis set).

Geometry (Å):
C -1.86865 -0.99573 -2.13665
O -1.85242 -1.11518 -3.54202
C -0.63207 -0.75586 -4.15121
C 0.25743 -1.94977 -4.48587
C 1.71769 -1.62266 -4.20778
C 1.94445 -1.37344 -2.71239
C 3.10941 -2.14750 -2.11068
C 4.44154 -1.96624 -2.81643
C 5.13243 -0.67450 -2.45222
O 5.30437 -0.52322 -1.05923
C 4.41121 0.42435 -0.49048
C 5.08822 1.77757 -0.45839
C 4.21953 2.89051 0.08085
C 4.86990 4.25133 -0.00989
N 4.83471 4.74433 -1.38983
C 3.47582 4.82859 -1.93448
C 3.27453 3.86933 -3.06370
C 2.20668 3.01101 -3.05955
C 1.98422 2.13308 -4.08134
C 2.84495 2.10054 -5.14182
C 3.93709 2.92883 -5.15972
C 4.14200 3.80224 -4.12634
O 5.24542 4.64458 -4.17858
C 3.88520 -0.14346 0.83773
N 2.47528 0.21683 1.07619
C 4.75389 0.13066 2.05016
C 4.03896 -0.15775 3.37554
C 3.35902 -1.51938 3.42162
N 1.96507 -1.38687 3.80115
C 1.26633 -2.67051 3.82581
C 0.07282 -2.77692 2.91843
C -0.11372 -3.95824 2.23665
C -1.16793 -4.11077 1.39052
C -2.06248 -3.09804 1.18179
C -1.90639 -1.92638 1.86844
C -0.84800 -1.77673 2.72329
O -0.72935 -0.55793 3.39902
H -1.12267 -0.30325 -1.76668
H -2.83426 -0.60021 -1.84924
H -1.77279 -1.96764 -1.66148
H -0.89787 -0.29009 -5.09446
H -0.09770 0.00650 -3.59879
H 0.15986 -2.20476 -5.52576
H -0.05037 -2.79661 -3.88888
H 2.33197 -2.44423 -4.54116
H 1.94336 -0.72184 -4.76606
H 1.04919 -1.72289 -2.21031
H 2.00405 -0.31033 -2.50756
H 3.17891 -1.93679 -1.05417
H 2.84934 -3.19786 -2.17711
H 5.08421 -2.78034 -2.50818
H 4.32844 -2.03852 -3.88727
H 6.12437 -0.69417 -2.88865
H 4.62166 0.16879 -2.91478
H 3.54174 0.55076 -1.13188
H 5.99011 1.70507 0.13987
H 5.42206 2.01134 -1.46020
H 3.97895 2.70479 1.11855
H 3.27114 2.85039 -0.43930
H 5.90842 4.16322 0.28446
H 4.40632 4.91631 0.72043
H 5.24667 5.66348 -1.39417
H 2.72721 4.61498 -1.18445
H 3.26091 5.82889 -2.29443
H 1.52232 3.02918 -2.22691
H 1.14554 1.46702 -4.07693
H 2.68534 1.44438 -5.97457
H 4.63106 2.92097 -5.97497
H 6.00666 4.11418 -3.93462
H 3.88165 -1.21214 0.69822
H 2.37836 1.20558 1.25496
H 1.94610 -0.04839 0.25687
H 5.63809 -0.49300 2.00294
H 5.10268 1.15340 2.09985
H 3.31380 0.63291 3.50354
H 4.76468 -0.04048 4.16843
H 3.48717 -2.08027 2.49727
H 3.84525 -2.08771 4.20494
H 1.53946 -0.75735 3.14213
H 0.97378 -2.92708 4.83847
H 1.95299 -3.43370 3.48440
H 0.57357 -4.76900 2.37996
H -1.31318 -5.02701 0.85292
H -2.87587 -3.23827 0.49967
H -2.60067 -1.11753 1.73193
H -0.54883 0.08682 2.71017
C -2.16702 -4.70964 -6.13446
C -1.44334 -4.15576 -7.35246
C -1.79391 -4.94050 -8.60757
O -0.03149 -4.18518 -7.13705
H -1.87414 -5.74846 -5.95736
H -1.90444 -4.13970 -5.24297
H -3.24916 -4.67244 -6.26454
H -1.70928 -3.10695 -7.48970
H -1.49068 -5.98552 -8.50097
H -1.26619 -4.53560 -9.47109
H -2.86544 -4.91010 -8.80841
H 0.22938 -5.10311 -7.01192
C -2.65761 -7.15817 3.00127
C -2.65992 -6.78140 4.47609
C -4.03472 -6.31917 4.93737
O -1.70477 -5.74081 4.69856
H -2.92150 -6.28550 2.39799
H -1.66488 -7.48266 2.68884
H -3.37195 -7.95555 2.78898
H -2.34655 -7.63899 5.07300
H -4.34547 -5.43266 4.37720
H -4.00851 -6.04557 5.99183
H -4.78639 -7.09776 4.79767
H -1.97819 -4.98071 4.17246
C -3.34645 3.51058 -2.89639
C -1.84294 3.68478 -3.01239
C -1.47124 4.49265 -4.24587
O -1.19169 2.41193 -3.06321
H -3.74458 2.96734 -3.75823
H -3.59383 2.92757 -2.00778
H -3.84606 4.47796 -2.83113
H -1.46737 4.18556 -2.11879
H -1.80216 3.97835 -5.15235
H -0.38862 4.60819 -4.31499
H -1.92851 5.48243 -4.22247
H -1.50585 1.95286 -3.84967
C -0.84627 -0.59757 7.24148
C 0.57770 -0.05332 7.32354
C 0.73412 1.20374 6.47899
O 1.52189 -1.02656 6.89299
H -1.09475 -0.86937 6.21184
H -0.95309 -1.49740 7.84839
H -1.56579 0.14712 7.58820
H 0.81682 0.16788 8.36503
H 0.53979 0.97623 5.42772
H 1.75378 1.58376 6.54783
H 0.04585 1.98845 6.80148
H 1.33920 -1.22166 5.96343
C -5.63513 0.93396 6.43950
C -5.18507 0.73607 4.99990
C -3.71018 0.37704 4.92635
O -5.43859 1.92330 4.24675
H -5.08028 1.75440 6.90281
H -6.69292 1.19488 6.47717
H -5.47728 0.03200 7.03195
H -5.77814 -0.05337 4.53713
H -3.09226 1.17677 5.34447
H -3.39877 0.24741 3.89035
H -3.49113 -0.54482 5.46573
H -4.92300 2.63321 4.64275
C -6.69209 6.27951 0.07476
C -5.28217 5.81414 -0.25366
C -4.31492 6.14003 0.87335
O -4.83469 6.42229 -1.46606
H -6.71322 7.36382 0.21399
H -7.37235 6.04356 -0.74365
H -7.06323 5.80680 0.98461
H -5.28514 4.73875 -0.43473
H -4.26734 7.22123 1.03253
H -3.30864 5.80396 0.61997
H -4.61435 5.66638 1.80758
H -4.82320 7.37491 -1.32954

Results
LUMO (eV): 0.151
SMILES: COCCCCCCCO[C@H](CCCNCc1ccccc1O)[C@H](N)CCCNCc1ccccc1O.CC(C)O.CC(C)O.CC(C)O.CC(C)O.CC(C)O.CC(C)O
Largest force on an atom (eV Å⁻¹): 1.26
M (g mol⁻¹): 876.3